Molecular formula: C28H55CrNO6SSbSi
Method: DFT, the ωB97M-V functional and the def2-TZVPD basis

```
94
Properties=species:S:1:pos:R:3:lowdin_spin:R:1
Sb -1.655 -3.061 -0.325 -0.02
Cr -1.535 -0.390 -0.415 3.01
S 0.221 -0.721 1.147 -0.01
Si 1.746 0.706 0.739 0.00
O 1.835 1.981 1.743 0.00
O 3.226 0.027 0.942 0.00
O -2.689 3.024 1.492 0.01
O -3.160 -0.475 1.270 0.01
O 1.443 1.277 -0.766 0.00
O -1.833 1.454 0.150 0.03
N -3.293 -0.045 -1.833 -0.01
C -0.768 -4.369 -1.755 0.00
C -2.527 1.865 1.168 0.01
C 5.286 -1.036 1.318 0.00
C -0.645 -0.716 -2.207 -0.08
C 1.795 2.226 3.153 0.00
C 3.337 2.757 -1.245 0.00
C 0.262 -1.265 -4.824 0.02
C -4.268 0.961 -1.378 0.00
C -1.384 -0.335 -3.331 0.01
C -0.739 -3.944 1.388 -0.01
C 0.475 2.919 3.464 0.00
C -3.203 0.779 2.033 0.00
C 3.298 -2.408 0.724 0.00
C 1.930 0.929 3.944 0.00
C 1.839 2.519 -1.410 0.00
C -4.647 1.149 2.316 0.00
C 2.970 3.145 3.457 0.00
C 4.012 -1.079 0.485 0.00
C 1.495 2.326 -2.879 0.00
C -2.641 0.442 -3.072 0.00
C -3.507 -4.135 -0.106 -0.01
C -2.439 0.622 3.340 0.00
C 0.567 -1.370 -2.438 0.01
C 1.025 -1.637 -3.722 -0.01
C 1.039 3.691 -0.846 0.00
C -4.017 -1.294 -2.114 0.00
C 4.350 -0.902 -0.992 0.00
C -0.948 -0.612 -4.623 -0.01
H -1.413 0.310 3.154 0.00
H 4.990 -0.028 -1.129 0.00
H -0.017 3.420 -0.782 0.00
H -4.038 -3.787 0.783 0.00
H -4.424 -1.699 -1.190 0.00
H -3.766 1.897 -1.158 0.00
H 2.954 3.450 4.507 0.00
H 2.867 0.427 3.684 0.00
H 2.910 4.039 2.831 0.00
H 0.316 -4.294 -1.673 0.00
H 1.176 -1.668 -1.591 0.00
H -5.025 1.129 -2.153 0.00
H -4.149 -4.002 -0.978 0.00
H 0.312 -3.662 1.395 0.00
H 3.967 -3.238 0.481 0.00
H -3.272 -5.195 0.009 0.00
H -2.392 1.492 -2.910 0.00
H -1.094 -5.384 -1.523 0.00
H -3.339 0.393 -3.917 0.00
H -5.075 0.469 3.058 0.00
H 0.466 3.931 3.052 0.00
H -4.678 2.167 2.702 0.00
H 1.383 3.952 0.156 0.00
H 1.103 0.250 3.714 0.00
H 5.762 -0.059 1.213 0.00
H 5.986 -1.810 0.989 0.00
H -4.842 -1.111 -2.810 0.00
H 1.999 1.443 -3.282 0.00
H 3.612 3.718 -1.690 0.00
H -4.762 0.603 -0.479 0.00
H 1.797 3.206 -3.454 0.00
H 0.602 -1.485 -5.828 0.00
H 1.147 4.562 -1.498 0.00
H 1.978 -2.138 -3.864 0.00
H 1.926 1.138 5.015 0.00
H -2.935 -0.124 3.972 0.00
H 5.049 -1.198 2.373 0.00
H -0.851 -5.027 1.339 0.00
H 3.440 -0.755 -1.578 0.00
H -3.341 -2.020 -2.567 0.00
H 0.305 2.975 4.543 0.00
H 3.915 2.635 3.248 0.00
H -3.146 -1.196 1.906 0.00
H 2.398 -2.485 0.112 0.00
H -0.347 2.371 2.999 0.00
H 3.906 1.968 -1.741 0.00
H 2.993 -2.486 1.771 0.00
H 0.416 2.187 -2.987 0.00
H 3.611 2.775 -0.185 0.00
H -1.199 -3.558 2.300 0.00
H -1.064 -4.094 -2.768 0.00
H -5.256 1.109 1.412 0.00
H 4.877 -1.783 -1.371 0.00
H -2.434 1.573 3.871 0.00
H -1.552 -0.309 -5.474 0.00
```

Values from the calculation:
2S+1: 4
HOMO level (spin up / spin down) (eV): -7.99 / -8.20
LUMO (spin up / spin down) (hartree): 0.0024 / 0.0055
Kohn-Sham gap (spin up / spin down) (eV): 8.05 / 8.35

=====

Molecular formula: C28H55FN4O17S5
Method: DFT, the ωB97M-V functional and the def2-TZVPD basis

```
110
Properties=species:S:1:pos:R:3:mulliken_charge:R:1
S 6.400 -2.506 3.080 1.15
S 8.374 -4.755 -3.568 1.16
S -13.418 5.988 -0.395 1.21
S -8.318 3.723 0.013 1.15
S 2.071 -6.224 1.925 1.17
F -2.922 -0.800 -3.381 -0.27
O -9.569 3.922 -0.688 -0.59
O 9.835 -4.063 -3.775 -0.26
O 3.490 -5.941 1.963 -0.54
O -14.674 5.804 -1.090 -0.65
O -7.050 3.658 -0.682 -0.60
O -8.453 2.416 0.978 -0.29
O 5.808 -1.238 2.710 -0.57
O 5.699 -3.029 4.456 -0.22
O -12.832 7.469 -0.743 -0.26
O 1.336 -6.635 3.102 -0.61
O 1.774 -7.288 0.726 -0.29
O 7.382 -3.717 -3.388 -0.59
O 8.511 -5.858 -2.640 -0.59
O -0.862 2.045 2.220 -0.51
O -13.286 5.759 1.028 -0.60
O 7.832 -2.685 3.183 -0.67
O -3.861 -1.114 0.086 -0.51
N 5.908 -0.191 -1.955 -0.54
N -2.952 1.151 1.012 -0.41
N 7.067 0.394 0.145 -0.60
N 4.878 1.635 -0.246 -0.16
C -3.112 0.003 -0.005 0.25
C -0.773 0.893 -3.647 -0.50
C 2.355 4.028 -1.366 -0.41
C 5.584 -1.107 5.935 -0.95
C -8.867 1.184 0.404 -0.30
C -1.957 0.147 -2.775 0.25
C 3.826 4.057 -0.571 -0.62
C -2.084 0.503 -1.180 0.04
C 10.298 -3.141 -2.798 -0.21
C 5.951 0.648 -0.662 0.21
C -12.165 5.051 -1.232 -0.88
C 0.203 2.288 -1.283 0.55
C -1.497 1.656 1.112 0.23
C -7.732 0.513 -0.345 -0.94
C 1.937 -9.497 1.719 -0.98
C 1.236 -4.835 1.200 -1.02
C 4.809 2.841 -1.162 -0.53
C -1.036 1.551 -0.458 0.17
C 6.147 -2.496 5.694 -0.37
C 8.209 -5.418 -5.206 -0.95
C 0.291 1.943 -2.897 -0.44
C -13.709 8.966 0.955 -0.99
C 10.812 -3.856 -1.563 -0.98
C -8.190 4.937 1.300 -1.02
C 5.748 -3.763 2.008 -0.85
C -13.660 8.600 -0.517 -0.34
C 1.218 3.276 -0.457 -0.33
C 2.494 -8.513 0.708 -0.30
H 1.803 2.637 0.358 0.29
H 3.702 4.008 0.593 0.38
H -9.185 0.538 1.228 0.30
H 2.409 -10.478 1.606 0.39
H -0.676 0.685 -4.818 0.30
H -14.226 8.197 1.535 0.30
H 5.143 2.026 0.693 0.27
H 4.659 -3.752 2.072 0.20
H 7.286 -6.000 -5.243 0.36
H 5.907 3.234 -1.304 0.31
H 2.574 3.536 -2.405 0.12
H -8.017 5.908 0.833 0.38
H -7.453 1.086 -1.234 0.28
H 11.539 -4.628 -1.836 0.27
H 11.117 -2.576 -3.253 0.26
H 4.497 -1.102 5.807 0.25
H 3.563 -8.338 0.874 0.28
H 5.791 -3.169 6.480 0.26
H 0.854 -9.607 1.598 0.26
H 1.104 2.436 -3.579 0.19
H -12.354 3.992 -1.046 0.34
H 1.267 -4.012 1.915 0.39
H 1.752 -4.552 0.280 0.32
H 4.451 2.443 -2.214 0.26
H -9.125 4.955 1.865 0.34
H 8.160 -4.593 -5.919 0.31
H 4.361 5.065 -0.921 0.30
H 7.241 -2.493 5.743 0.32
H -13.225 9.433 -1.080 0.26
H 9.064 -6.064 -5.415 0.33
H 0.595 4.095 0.139 0.33
H -12.698 9.056 1.365 0.26
H -14.238 9.912 1.101 0.38
H -6.840 0.441 0.286 0.21
H -14.666 8.432 -0.916 0.33
H 7.021 0.968 1.017 0.20
H 6.500 -1.047 -1.821 0.27
H 2.387 -8.932 -0.297 0.28
H -8.021 -0.491 -0.668 0.40
H -11.188 5.329 -0.832 0.30
H 6.147 -4.731 2.315 0.32
H 9.513 -2.421 -2.540 0.22
H 5.825 -0.762 6.945 0.39
H -7.349 4.681 1.947 0.35
H 11.286 -3.148 -0.876 0.39
H 5.997 -0.386 5.224 0.27
H 2.066 5.166 -1.556 0.33
H -12.221 5.260 -2.302 0.38
H 2.114 -9.154 2.743 0.29
H 0.200 -5.112 0.996 0.37
H -9.737 1.331 -0.245 0.27
H 9.998 -4.353 -1.027 0.27
H 6.343 0.326 -2.751 0.26
H 6.063 -3.533 0.988 0.46
H -3.583 1.882 0.564 0.35
```

Values from the calculation:
2S+1: 1
HOMO level (eV): -9.09
LUMO (hartree): -0.0653
SMILES: [H]/N=C(/N)NCCCCc1ccc(F)c2c1C(=O)NC2=O.CCOS(C)(=O)=O.CCOS(C)(=O)=O.CCOS(C)(=O)=O.CCOS(C)(=O)=O.CCOS(C)(=O)=O
Kohn-Sham gap (eV): 7.31

=====

The E results, record by record, are as follows: -3578.73598; -4688.21740 Eh.
The M results, record by record, are as follows: 735.7; 899.1 g/mol.